# C17H22N2O4S3

A single C17H22N2O4S3 molecule at a distorted geometry (ωB97M-V/def2-TZVPD, the OMol25 dataset).

Geometry (Å):
C: -2.53582 1.56863 -6.05427
C: -1.66522 1.10508 -4.90204
C: -1.50268 -0.24603 -4.60886
C: -0.65438 -0.68627 -3.61019
C: 0.02059 0.25251 -2.77500
S: 0.98567 -0.39068 -1.34371
O: 2.35487 0.17045 -1.38913
O: 1.04029 -1.86779 -1.44145
C: 0.04500 0.15848 0.14604
N: -1.23558 0.69610 0.19419
C: -1.67403 0.94623 1.41778
S: -3.29092 1.70638 1.79361
C: -4.45131 0.75272 0.85380
O: -3.72370 1.56034 3.20333
O: -3.31956 3.09338 1.34859
S: -0.52401 0.53532 2.64672
C: 0.58935 0.02351 1.37685
N: 1.80895 -0.62811 1.63835
C: 3.03721 0.18432 1.66816
C: 3.55976 0.34325 3.11552
C: 3.67415 -1.05072 3.79061
C: 2.32603 -1.80767 3.69660
C: 1.85656 -1.96220 2.27154
C: 0.49699 -2.68383 2.26669
C: -0.14421 1.63006 -3.05302
C: -1.00921 2.03121 -4.09306
H: -2.03736 1.24433 -6.96570
H: -2.63092 2.69091 -6.02242
H: -3.54843 1.16709 -6.05214
H: -2.06761 -0.96587 -5.16500
H: -0.52172 -1.77779 -3.45051
H: -4.41095 -0.27672 1.17272
H: -5.47462 1.13002 0.95018
H: -4.09153 0.86430 -0.18865
H: 2.80378 1.20932 1.32759
H: 3.82084 -0.20322 0.99586
H: 4.53207 0.80255 3.12637
H: 2.85428 1.01820 3.65346
H: 3.93654 -0.89257 4.84262
H: 4.49191 -1.62481 3.34361
H: 2.50904 -2.78865 4.17869
H: 1.54346 -1.31252 4.22886
H: 2.53313 -2.58994 1.68274
H: -0.17747 -2.18866 2.97401
H: 0.66350 -3.73025 2.56919
H: 0.04337 -2.75704 1.27976
H: 0.32193 2.40067 -2.44411
H: -1.15801 3.14591 -4.19482

Cartesian forces (eV/Å) of the 3 atoms listed first:
C 0.3 1.0 0.5
C -0.4 0.6 0.4
C 0.4 0.2 0.1

Output
energy above the lowest of the compared OMol25 structures with the same formula, charge and spin = 182.7 kJ/mol
2S+1 = 1
HOMO energy = -0.3244 Ha
orbital gap = 8.522 eV
structure (SMILES) = Cc1ccc(S(=O)(=O)c2nc(S(C)(=O)=O)sc2N2CCCC[C@H]2C)cc1

Atomic partial charges in e from the Löwdin method, atoms 1 to 2: number 1, C, carries -0.05; number 2, C, carries -0.27